# 1
DFT (wB97M-V/def2-TZVPD) results for a single C7H12N2 molecule in a non-equilibrium geometry.

Molar mass ... 124.2 g/mol
Multiplicity ... 1
ΔE to the lowest compared entry with this formula, charge and spin ... 84.9 kcal per mole
SMILES ... C[C@@H]1/C=N\NC/C=C\C1
HOMO level ... -8.7 eV

Last column: natural (NBO) charge in e.
Positions of all 21 atoms, in Å:
C (-0.5321, 1.6228, 1.9996)  -0.60
C (-0.2189, 0.5196, 0.9007)  -0.30
C (-1.2228, 0.7201, -0.1590)  -0.44
C (-1.2283, -0.3057, -1.2900)  -0.19
C (-0.2948, -1.1461, -1.7671)  -0.20
C (1.0049, -1.6843, -1.2431)  -0.29
C (1.2455, 0.7125, 0.6366)  0.09
H (-1.5377, 1.2417, 2.3533)  0.20
H (-0.8159, 2.5645, 1.5612)  0.20
H (0.1422, 1.6323, 2.7956)  0.21
H (-0.5194, -0.4764, 1.5163)  0.23
H (-2.2664, 0.8117, 0.3325)  0.21
H (-1.2779, 1.6336, -0.6049)  0.22
H (-2.0979, -0.2603, -1.9687)  0.20
H (-0.6879, -1.6116, -2.7191)  0.22
H (0.6603, -2.6359, -1.2679)  0.22
H (1.7938, -1.6595, -1.9951)  0.19
H (2.5720, -1.7985, -0.1399)  0.37
H (1.6223, 1.7099, 0.8755)  0.19
N (1.6064, -1.4303, 0.0536)  -0.45
N (2.0526, -0.1599, 0.1297)  -0.28

# 2
DFT (wB97M-V/def2-TZVPD) results for 40 unconnected molecules or ions with the total composition H80O40 in a non-equilibrium geometry.

Molar mass ... 720.6 g/mol
Multiplicity ... 2
ΔE to the lowest compared entry with this formula, charge and spin ... 353.0 kcal per mole
HOMO level (spin up / spin down) ... -11.8 / -11.8 eV
Expectation value of S² ... 0.757
Net charge ... +1

Last column: Mulliken spin population.
Positions of all 120 atoms, in Å:
H (1.3922, 4.6739, -1.1896)  0.00
H (1.9111, 5.2693, -2.6206)  0.00
O (1.3550, 5.3283, -1.7984)  0.00
H (-0.0648, -3.7863, 1.6858)  0.00
H (-1.3741, -2.7308, 1.6264)  0.00
O (-0.9887, -3.6246, 1.8138)  0.00
H (2.0339, -1.0614, -4.9232)  0.00
H (0.9497, -1.9973, -4.1855)  0.00
O (2.0023, -1.7557, -4.2072)  0.00
H (0.3238, 2.9269, -2.3680)  0.00
H (1.7826, 2.1206, -2.5715)  0.00
O (0.7983, 2.1397, -2.2546)  0.00
H (3.2860, -2.4375, -3.0069)  0.00
H (3.5543, -2.5323, -1.5735)  0.00
O (3.9332, -2.2251, -2.3546)  0.00
H (1.7767, 1.2443, 0.1870)  0.00
O (2.6418, 1.0775, 0.5985)  0.14
H (-0.5916, -4.8709, -2.4752)  0.00
O (-1.1628, -4.8498, -3.2046)  0.00
H (2.1074, -0.6842, -2.1783)  0.00
H (0.9296, 0.2601, -2.1521)  0.00
O (1.4514, -0.4061, -1.5907)  0.01
H (1.8839, -1.6570, 2.5338)  0.00
H (1.4382, -1.0744, 1.1874)  0.00
O (1.3223, -0.9989, 2.1390)  0.04
H (-3.3854, 1.1028, 0.7975)  0.00
H (-3.6375, 0.3995, 2.1007)  0.00
O (-4.1453, 0.7131, 1.2506)  0.00
H (1.8396, -2.6899, -1.1565)  0.00
H (0.2550, -2.5421, -2.1205)  0.00
O (1.1478, -3.1069, -1.8697)  0.00
H (-0.9774, 2.1060, 1.5330)  0.00
O (-0.4527, 2.7606, 1.9416)  0.00
H (4.2117, 2.4845, -2.8639)  -0.02
H (5.4016, 1.7811, -3.6346)  -0.02
O (5.1809, 2.5453, -3.0562)  0.53
H (-5.0033, -1.6682, 2.5562)  0.00
H (-5.0693, -1.1432, 1.0199)  0.00
O (-4.5921, -1.5130, 1.6641)  0.00
H (-0.0070, -1.3822, 5.9563)  0.00
H (-1.0714, -0.3830, 6.3258)  0.00
O (-0.4215, -0.7156, 5.5715)  0.00
H (1.0492, 2.5767, -0.6365)  0.00
H (0.9313, 2.7399, 0.7305)  0.00
O (1.2654, 3.2630, 0.1034)  0.01
H (-4.6011, -1.7449, -1.3486)  0.00
H (-4.8190, -0.2845, -1.1362)  0.00
O (-5.2907, -1.0408, -1.4810)  0.00
H (-3.8977, 2.9936, -2.3199)  0.00
H (-3.8852, 4.1932, -1.4232)  0.00
O (-4.0890, 3.1969, -1.3239)  0.00
H (0.5460, -3.5615, 3.6936)  0.00
O (0.6987, -3.4055, 4.6326)  0.00
H (-1.4671, -1.4885, -0.2764)  0.00
H (-0.7499, -1.3998, 1.1122)  0.00
O (-1.5041, -0.9456, 0.4916)  0.00
H (5.2189, 3.5141, 2.2976)  0.00
O (4.9404, 2.6625, 2.4115)  0.00
H (2.5169, 2.1605, 5.1843)  0.00
H (2.9989, 3.6637, 5.0003)  0.00
O (2.1960, 3.0051, 4.6850)  0.00
H (-3.4466, -1.8087, 4.1100)  0.00
H (-2.7263, -2.7254, 3.2044)  0.00
O (-2.6734, -2.5213, 4.2317)  0.00
H (2.2303, -5.6960, 0.7960)  0.00
H (1.3518, -5.6826, 1.9476)  0.00
O (2.1463, -5.9828, 1.7309)  0.00
H (-2.5853, 2.3743, -1.3615)  0.00
H (-1.3238, 3.0623, -0.5283)  0.00
O (-1.7260, 2.1138, -0.7992)  0.00
H (4.4038, -2.0812, 0.1192)  0.00
H (3.9799, -2.2416, 1.6660)  0.00
O (3.7286, -2.2781, 0.7204)  0.00
H (-1.0030, -0.2062, -6.8297)  0.00
H (-0.5000, 0.1538, -5.3378)  0.00
O (-0.4836, -0.4193, -6.0383)  0.00
H (3.8129, -1.2040, 4.7913)  0.00
H (3.7335, 0.0911, 5.5626)  0.00
O (4.2222, -0.3557, 4.8793)  0.00
H (5.7846, 0.8091, -2.0369)  -0.01
H (5.5789, -0.3858, -2.9242)  -0.01
O (6.2951, 0.2362, -2.6601)  0.23
H (-4.0517, -4.7779, -1.9257)  0.00
H (-3.8015, -3.5983, -0.6880)  0.00
O (-3.9661, -4.0702, -1.5191)  0.00
H (-1.7922, 6.7420, -0.8355)  0.00
H (-0.4616, 6.0401, -1.3951)  0.00
O (-1.3159, 6.4613, -1.7419)  0.00
H (2.9916, 0.9644, -1.3046)  0.00
O (3.3357, 1.7088, -1.6721)  0.09
H (-3.0181, -0.2195, -3.3033)  0.00
H (-4.2118, -1.1308, -2.8595)  0.00
O (-3.7454, -0.7260, -3.5805)  0.00
H (-0.1764, -3.3243, 4.8919)  0.00
H (2.6345, 1.5648, 1.4016)  0.00
H (4.2851, 2.9104, 2.9888)  0.00
H (-1.8854, -5.4287, -2.8642)  0.00
H (-0.2885, 2.1866, 2.8389)  0.00
H (3.7449, 2.1304, -0.9906)  0.00
O (-1.1319, 0.1208, 3.0530)  0.00
H (-1.8792, -0.4197, 2.8962)  0.00
H (-0.6114, -0.3922, 3.6595)  0.00
O (-0.7520, 1.5112, -4.1015)  0.00
H (-0.9125, 2.2431, -3.4028)  0.00
H (-1.5866, 1.4444, -4.6553)  0.00
O (-2.3155, 3.8963, 3.4036)  0.00
H (-2.2769, 4.8059, 3.5447)  0.00
H (-1.6033, 3.5544, 2.7797)  0.00
O (-4.0057, 1.2874, -4.8030)  0.00
H (-4.8723, 0.9536, -4.5061)  0.00
H (-3.8861, 0.4751, -5.3429)  0.00
O (-1.7140, -2.3831, -2.6914)  0.00
H (-2.1231, -3.0863, -2.2293)  0.00
H (-2.4078, -2.3515, -3.4838)  0.00
O (2.5363, -3.3503, 2.5640)  0.00
H (2.3529, -4.0625, 1.8407)  0.00
H (2.3134, -3.5916, 3.4467)  0.00
O (-4.1780, 2.7822, 4.6670)  0.00
H (-4.3896, 3.4686, 3.9840)  0.00
H (-3.4596, 2.2663, 4.5250)  0.00

# 3
DFT (wB97M-V/def2-TZVPD) results for a molecular structure, C4H13O4 in a non-equilibrium geometry.

Molar mass ... 125.1 g/mol
Multiplicity ... 1
ΔE to the lowest compared entry with this formula, charge and spin ... 69.7 kcal per mole
HOMO level ... -4.3 eV
Net charge ... -1

Last column: natural (NBO) charge in e.
Positions of all 21 atoms, in Å:
C (0.5962, 1.9099, -0.1317)  -0.03
O (-0.2983, 1.2541, 0.6326)  -0.85
C (0.9749, 1.4599, -1.5295)  -0.43
C (0.1745, 0.2096, -1.9314)  -0.44
C (0.3863, -1.1247, -1.1388)  -0.04
O (-0.2632, -1.0731, 0.0741)  -0.89
H (0.1208, 2.9973, -0.0896)  0.11
H (1.5882, 2.2639, 0.3804)  0.10
H (-0.4091, 0.0852, 0.4629)  0.47
H (2.0607, 1.2111, -1.3680)  0.19
H (0.9537, 2.1511, -2.4998)  0.19
H (-0.8612, 0.5073, -2.0948)  0.20
H (0.4158, 0.1276, -2.9996)  0.18
H (1.4790, -1.1351, -0.8648)  0.12
H (-0.0204, -2.0697, -1.7419)  0.14
H (-2.1002, 1.0364, 1.8209)  0.47
H (-1.8526, -0.0892, 0.9337)  0.48
O (-2.3499, -0.0342, 1.7640)  -0.97
H (1.4142, -2.4789, 0.8950)  0.45
H (0.4161, -1.5565, 1.6045)  0.51
O (0.9119, -2.3690, 1.7730)  -0.98

# 4
DFT (wB97M-V/def2-TZVPD) results for a molecular structure, C20H54F6LiO15 in a non-equilibrium geometry.

Molar mass ... 655.6 g/mol
Multiplicity ... 1
HOMO level ... -3.1 eV
Net charge ... -1

Last column: Mulliken charge in e.
Positions of all 96 atoms, in Å:
Li (-3.2642, -1.8942, 3.5130)  0.96
C (3.9229, -8.7465, 6.4648)  -0.11
O (3.9427, -7.4457, 6.1592)  -0.20
O (2.5613, -9.0902, 6.2849)  -0.93
C (5.0846, -9.5300, 5.7233)  0.74
F (6.2864, -9.2592, 6.1465)  -0.28
F (4.8322, -10.8610, 5.8556)  -0.29
F (5.0620, -9.3203, 4.4298)  -0.30
C (4.9501, -6.6378, 6.7872)  -0.05
C (4.9945, -5.3631, 5.9622)  -1.24
H (4.1255, -4.7656, 6.2378)  0.26
H (5.8947, -4.7498, 6.0028)  0.38
H (4.8654, -5.5842, 4.9027)  0.31
H (5.9613, -7.0193, 6.6458)  0.18
H (4.7213, -6.5372, 7.8482)  0.34
H (4.2556, -8.9914, 7.4735)  0.20
C (-2.9375, 1.0926, -0.6319)  -0.16
O (-1.6502, 1.2020, 0.0723)  -0.24
O (-3.8336, 0.2798, 0.0957)  -0.88
C (-3.3881, 2.6273, -0.9153)  0.77
F (-3.9751, 3.2203, 0.0954)  -0.25
F (-2.3435, 3.3457, -1.4016)  -0.29
F (-4.1928, 2.5593, -1.9928)  -0.29
C (-0.3714, 1.2464, -0.6501)  -0.09
C (0.6261, 0.8414, 0.3741)  -1.22
H (0.4610, -0.1359, 0.8276)  0.26
H (1.6043, 0.7883, -0.1039)  0.39
H (0.5747, 1.5653, 1.1874)  0.30
H (-0.1051, 2.1996, -1.1066)  0.24
H (-0.3229, 0.4599, -1.4033)  0.28
H (-2.7700, 0.7182, -1.6418)  0.23
C (-1.9435, -5.2141, -7.0869)  -0.62
O (-2.4302, -5.6838, -8.3621)  -0.35
C (-2.3438, -7.1293, -8.5952)  -0.54
C (-3.4398, -8.0444, -7.9327)  -0.35
O (-4.7461, -7.6958, -8.4914)  -0.30
C (-5.8230, -8.3517, -7.8527)  -0.78
H (-0.8713, -5.3922, -7.1684)  0.28
H (-2.4078, -5.7609, -6.2662)  0.25
H (-2.2022, -4.1587, -7.0013)  0.23
H (-1.3850, -7.4130, -8.1611)  0.38
H (-2.2900, -7.1417, -9.6838)  0.29
H (-3.4181, -7.8527, -6.8599)  0.24
H (-3.2972, -9.1239, -7.9829)  0.38
H (-6.7668, -7.8708, -8.1097)  0.26
H (-5.8940, -8.1941, -6.7765)  0.32
H (-5.8975, -9.3862, -8.1880)  0.29
C (11.7959, 5.6130, 3.4028)  -0.69
O (11.6146, 4.2532, 3.0623)  -0.29
C (12.2402, 3.3460, 4.0120)  -0.54
C (12.2875, 1.8623, 3.5218)  -0.54
O (10.9144, 1.6066, 3.2696)  -0.28
C (10.6415, 0.2822, 2.6759)  -0.76
H (12.8695, 5.7325, 3.2573)  0.29
H (11.5962, 5.8111, 4.4559)  0.29
H (11.1823, 6.2557, 2.7715)  0.23
H (11.6277, 3.4181, 4.9107)  0.30
H (13.2581, 3.6084, 4.3001)  0.42
H (12.6489, 1.0971, 4.2087)  0.36
H (12.8181, 1.6435, 2.5952)  0.35
H (11.3028, 0.0146, 1.8519)  0.30
H (9.6162, 0.1374, 2.3354)  0.26
H (10.8666, -0.5046, 3.3959)  0.31
O (-11.3494, 3.6882, -5.5055)  -0.64
H (-11.4622, 4.4149, -4.8929)  0.32
H (-10.5546, 3.9059, -5.9924)  0.32
O (-1.1078, -0.1100, 5.7969)  -0.64
H (-0.3413, -0.5381, 6.1781)  0.33
H (-1.0783, 0.7836, 6.1386)  0.32
O (-10.8418, -1.0066, -3.3431)  -0.64
H (-11.3107, -1.0421, -4.1769)  0.32
H (-10.5012, -0.1132, -3.2972)  0.32
C (-11.7810, 6.1216, 2.2956)  -0.55
O (-11.6887, 5.4380, 3.5364)  -0.48
H (-11.9783, 5.4048, 1.4985)  0.24
H (-12.4527, 6.9769, 2.2236)  0.27
H (-10.8870, 6.6361, 1.9433)  0.24
H (-11.2077, 6.0062, 4.1425)  0.29
C (-5.8400, 9.7332, 1.5037)  -0.53
O (-5.4875, 8.9422, 2.6251)  -0.50
H (-6.0110, 9.2213, 0.5567)  0.26
H (-6.7671, 10.2514, 1.7486)  0.23
H (-5.1110, 10.5073, 1.2641)  0.22
H (-5.6909, 8.0233, 2.4355)  0.31
C (0.5335, 7.1458, 2.7125)  -0.45
O (0.0605, 7.8704, 3.8451)  -0.51
H (1.2653, 6.4980, 3.1950)  0.21
H (-0.2594, 6.4430, 2.4567)  0.23
H (0.9155, 7.7072, 1.8598)  0.22
H (-0.8628, 8.1210, 3.7654)  0.30
C (-0.9135, 3.0680, -8.6971)  -0.60
O (-1.5566, 2.0950, -9.4584)  -0.49
H (-1.6942, 3.7312, -8.3247)  0.25
H (-0.4445, 2.8659, -7.7341)  0.28
H (-0.2819, 3.8106, -9.1847)  0.27
H (-1.0082, 1.4203, -9.8653)  0.29